{
  "formula": "C47H41Cl3F6IN8O4RbS2Sb",
  "method": "wB97M-V/def2-TZVPD",
  "elements": ["Rb", "C", "C", "C", "C", "C", "C", "C", "C", "N", "C", "O", "C", "C", "C", "C", "C", "N", "C", "O", "N", "C", "C", "C", "C", "C", "C", "C", "C", "H", "H", "H", "H", "H", "H", "H", "H", "H", "H", "H", "H", "H", "H", "H", "H", "H", "H", "H", "H", "H", "O", "N", "C", "C", "C", "C", "C", "S", "H", "H", "H", "H", "F", "Sb", "F", "F", "F", "F", "F", "Cl", "C", "C", "C", "C", "C", "C", "N", "C", "C", "N", "C", "O", "C", "C", "C", "Cl", "S", "C", "C", "C", "Cl", "C", "H", "H", "H", "H", "H", "H", "H", "H", "H", "H", "H", "H", "H", "I", "C", "C", "N", "N", "C", "H", "H", "H"],
  "xyz": [[-0.02772, 1.83100, -1.34262], [3.65082, 3.31361, -1.15652], [2.77790, 4.52343, -1.21916], [2.95919, 5.49781, -2.17918], [2.12952, 6.61318, -2.23165], [1.09965, 6.79196, -1.30710], [0.88016, 5.87209, -0.30935], [-0.26675, 5.99845, 0.64348], [1.73568, 4.71755, -0.24244], [1.55326, 3.75354, 0.64348], [1.32582, 3.80498, 1.98246], [1.85651, 4.63427, 2.70871], [0.50476, 2.67766, 2.54115], [0.78055, 2.20866, 3.81638], [-0.00435, 1.17432, 4.29982], [-1.03870, 0.69499, 3.51480], [-1.25827, 1.25163, 2.25720], [-0.47624, 2.21790, 1.77368], [-2.46426, 0.78051, 1.45079], [-3.15141, -0.15725, 1.98627], [-2.65725, 1.41018, 0.34237], [-3.84470, 1.21099, -0.38563], [-3.90732, 0.36624, -1.49728], [-2.73678, -0.48486, -1.90660], [-5.07483, 0.33111, -2.25592], [-6.17290, 1.10526, -1.92999], [-6.10688, 1.93473, -0.81704], [-4.95888, 1.99620, -0.04286], [-4.86793, 2.91044, 1.14572], [4.53637, 3.45803, -1.77625], [3.14150, 2.42338, -1.54379], [3.95317, 3.09891, -0.13146], [3.74869, 5.37619, -2.91069], [2.27171, 7.34548, -3.01671], [0.44044, 7.64665, -1.39491], [-0.91590, 6.82122, 0.34766], [0.09203, 6.17287, 1.65959], [-0.85898, 5.07994, 0.65883], [1.58383, 2.65250, 4.38767], [0.18305, 0.75321, 5.28091], [-1.70961, -0.08647, 3.84250], [-3.03880, -1.52944, -2.01910], [-1.94303, -0.45920, -1.16532], [-2.33170, -0.15734, -2.86766], [-5.10188, -0.30708, -3.13360], [-7.06551, 1.07774, -2.54412], [-6.95527, 2.55827, -0.55129], [-5.78777, 3.48728, 1.26203], [-4.02719, 3.59959, 1.03238], [-4.69184, 2.34555, 2.06483], [2.43497, 0.85255, -2.80321], [2.32089, 0.81828, -4.11328], [2.06630, 1.98477, -4.75258], [1.93103, 2.07285, -6.11001], [2.07253, 0.89953, -6.85532], [2.33849, -0.27606, -6.20396], [2.47837, -0.37144, -4.79729], [2.82719, -1.83009, -3.99397], [1.94080, 2.82443, -4.08557], [1.67951, 3.02330, -6.55764], [1.95816, 0.91347, -7.93290], [2.45006, -1.20344, -6.74759], [-0.84001, 1.62291, -3.88669], [-1.75614, 3.27720, -4.08872], [-3.34652, 2.33209, -4.41899], [-1.35345, 3.31619, -5.92970], [-2.66065, 4.93069, -4.21795], [-0.12604, 4.18796, -3.71858], [-2.06934, 3.25888, -2.21335], [1.24928, -8.63796, 0.73466], [1.68038, -7.12793, 1.48570], [1.61783, -5.95242, 0.76291], [1.96670, -4.76433, 1.38793], [2.38383, -4.71943, 2.71825], [2.77321, -3.42726, 3.40999], [3.65835, -2.47569, 2.59381], [3.00888, -1.72886, 1.53908], [3.19165, -1.87258, 0.17353], [2.42504, -0.91655, -0.41950], [1.79252, -0.16302, 0.55178], [2.16560, -0.67022, 1.69625], [1.69249, -2.69908, 3.98396], [0.40325, -2.80406, 3.38539], [-0.29110, -4.10305, 3.69227], [-0.47838, -4.63236, 4.93101], [-0.02934, -3.93547, 6.43867], [-1.27995, -6.14862, 4.90075], [-1.39820, -6.09031, 3.19012], [-0.84327, -4.95845, 2.68973], [2.41616, -5.93380, 3.40576], [2.87049, -6.00755, 5.09123], [2.07235, -7.13437, 2.81097], [1.28749, -5.95864, -0.26707], [1.88770, -3.84640, 0.82247], [3.38974, -3.71340, 4.26301], [4.47871, -3.04337, 2.15248], [4.09500, -1.76649, 3.29983], [3.84298, -2.62624, -0.23794], [2.33252, -0.70828, -1.47805], [1.86773, -0.31978, 2.67380], [0.43565, -2.65013, 2.30421], [-0.15975, -1.96794, 3.79899], [-1.86274, -6.89803, 2.64611], [-0.80294, -4.72465, 1.63424], [2.10145, -8.05407, 3.37679], [-2.41408, -5.83066, -1.54669], [-2.05205, -4.07294, -0.53828], [-2.92098, -3.40543, 0.30000], [-2.25163, -2.34292, 0.76977], [-1.01327, -2.25778, 0.26548], [-0.87231, -3.30770, -0.53201], [-3.94133, -3.61073, 0.57832], [-2.61741, -1.52609, 1.33013], [0.03367, -3.43686, -1.10696]],
  "fmax_ev_per_a": 1.09,
  "spin_multiplicity": 2,
  "molar_mass_g_mol": 1400.51,
  "e_tot_ha": -5893.09775,
  "charge": -2,
  "e_above_lowest_kj_mol": 13.95
}

---

{
  "formula": "C3H7Cl",
  "method": "wB97M-V/def2-TZVPD",
  "elements": ["C", "C", "C", "H", "H", "H", "H", "H", "H", "H", "Cl"],
  "xyz": [[0.68720, -0.32668, -1.02963], [0.10603, 0.61877, -0.06519], [-0.78946, -0.19842, 0.99089], [1.90957, -0.51659, -0.44789], [0.54499, 0.29365, -2.29657], [0.00460, -1.31874, -1.12862], [-0.61403, 1.36716, -0.53125], [1.11825, 1.12942, 0.45615], [-1.83932, -0.40319, 0.64595], [-0.08417, -1.24594, 0.95432], [-1.04364, 0.60055, 2.45184]],
  "fmax_ev_per_a": 4.94,
  "spin_multiplicity": 1,
  "molar_mass_g_mol": 78.54,
  "e_tot_ha": -578.55603,
  "e_above_lowest_kj_mol": 319.21
}

---

{
  "formula": "C3H7N4O2",
  "method": "wB97M-V/def2-TZVPD",
  "elements": ["C", "C", "C", "N", "N", "N", "N", "O", "O", "H", "H", "H", "H", "H", "H", "H"],
  "xyz": [[-1.68975, -0.29375, 0.38164], [-0.50823, 1.14738, -1.19647], [-0.30171, -0.49127, 1.08147], [-1.67392, 0.57528, -0.66389], [0.69183, 0.92627, -0.42405], [2.03333, -0.60843, 0.58843], [0.76292, -0.38129, 0.02424], [-2.67018, -0.89613, 0.70487], [-0.45254, 1.81128, -2.17182], [-0.06314, 0.35707, 1.79924], [-0.54445, -1.44750, 1.53498], [-2.39250, 0.46267, -1.36120], [1.40431, 1.49152, -0.91417], [2.85297, -0.54464, -0.04820], [1.99130, -1.15969, 1.46642], [0.55976, -0.94876, -0.80147]],
  "fmax_ev_per_a": 3.91,
  "spin_multiplicity": 1,
  "molar_mass_g_mol": 131.12,
  "e_tot_ha": -487.68655,
  "charge": 1,
  "e_above_lowest_kj_mol": 243.42
}

---

Q: What is the formula in the second record?
A: C3H7Cl